45
Properties=species:S:1:pos:R:3:forces:R:3:mulliken_charge:R:1 method="wB97M-V/def2-TZVPD" total_charge=-1 max_force_ev_per_a=5.14 e_lumo_ev="1.399 / 1.398" spin_multiplicity=1 total_energy_ev=-72811.276
Pd -1.04272 -1.08056 -0.94585 -1.5 0.3 -2.5 0.048
O 0.34489 -2.76804 -0.91084 3.2 -0.6 1.5 -0.919
C 1.32153 -2.59507 -0.06027 -1.3 0.2 0.4 0.395
C 2.71348 -2.85229 -0.30741 -0.8 0.3 -2.5 -0.605
C 3.73507 -2.57663 0.55785 -1.2 -0.6 0.1 -0.609
C 3.44172 -2.19358 1.84858 0.6 0.9 1.4 -0.645
C 2.13500 -1.90731 2.24829 0.4 -0.9 -1.5 -0.645
C 1.11010 -2.10238 1.31394 -2.3 0.9 0.7 0.664
C -0.34637 -1.84684 1.76644 0.2 0.4 0.4 -0.210
N -1.40011 -1.50294 1.01420 0.2 -3.1 3.1 0.575
C -2.52853 -2.05405 1.67633 1.7 1.8 1.3 -0.733
C -2.13637 -2.35931 2.98758 -2.6 0.1 -1.2 -0.554
N -0.81237 -2.16540 3.06502 2.6 -0.4 -1.1 -0.035
H 2.94038 -3.09887 -1.37292 -0.1 -0.1 1.0 0.290
H 4.71646 -2.78731 0.21983 1.0 0.0 0.0 0.417
H 4.24566 -2.01864 2.55551 0.1 -0.1 0.0 0.320
H 1.97604 -1.61977 3.27812 -0.3 0.2 0.0 0.382
H -3.46967 -2.00964 1.15022 -0.1 -0.1 0.4 0.309
H -2.73866 -2.57126 3.86970 0.2 -0.2 -0.4 0.385
H -0.19730 -2.50928 3.80105 -0.5 0.1 -0.5 0.250
C -1.15598 3.65045 -0.80641 -1.3 1.8 0.5 -1.119
C -1.70512 2.25704 -0.50058 1.5 -1.3 2.8 -0.786
N -0.59843 1.19933 -0.70221 -0.7 3.4 -0.8 0.194
C -0.07084 1.58766 -2.05762 -0.4 -0.9 -0.5 0.094
C 0.68816 2.96425 -2.05262 -0.2 -0.1 -1.1 -1.291
N 0.35723 3.69346 -0.81970 -1.5 -1.0 0.7 1.146
C 0.90220 2.93384 0.37266 -2.0 1.3 0.5 -1.716
C 0.47302 1.49690 0.29694 -0.6 -1.3 0.5 0.143
H -1.56952 4.47336 -0.09124 0.9 -1.5 -1.2 0.303
H -1.44243 3.90779 -1.84048 0.1 0.3 0.5 0.302
H -2.55456 1.99602 -1.10910 -0.2 -0.1 -0.3 0.420
H -1.98979 2.20628 0.60712 0.2 -0.1 -1.5 0.428
H -0.96345 1.66736 -2.78910 1.4 -0.4 1.3 0.420
H 0.55699 0.73638 -2.40096 -0.3 0.7 0.1 0.168
H 0.35342 3.48694 -2.95295 -0.2 0.5 0.4 0.429
H 1.74297 2.99619 -2.13042 1.3 -0.8 0.1 0.292
H 0.66674 4.66472 -0.68925 0.2 0.1 -0.7 0.509
H 0.36961 3.43201 1.21398 0.7 -0.1 -0.2 0.427
H 1.95834 3.08465 0.41426 0.8 0.2 0.1 0.258
H 0.13950 1.18947 1.34817 0.4 -0.1 -1.6 0.141
H 1.31132 0.91452 -0.05851 0.3 -0.5 0.4 0.272
Cl -4.41532 -2.45534 -1.53816 -0.8 -0.4 -0.2 -0.359
Si -2.47112 -2.25020 -2.36599 1.3 4.3 2.5 -0.348
Cl -1.91365 -4.01576 -2.94334 0.6 -3.4 -1.1 -0.225
Cl -2.67753 -1.19818 -4.15984 -0.8 0.4 -1.5 -0.182